The following is a quantum chemistry calculation of a molecular structure, C46H80AsBN9O2RbS5SeSi3, from OMol25.

Structure (XYZ):
```
149
Properties=species:S:1:pos:R:3:forces:R:3:mulliken_charge:R:1
Rb 0.091814 0.038496 -0.752037 -0.362 -0.359 0.163 0.23
C -2.443733 1.840346 -4.026020 0.122 -0.013 -0.064 -1.23
C -1.536111 2.288537 -2.929934 -0.018 0.080 0.162 -0.58
C -1.860963 3.079433 -1.849470 0.094 0.143 0.001 0.19
C -0.644885 3.296113 -1.173560 -0.252 0.017 -0.203 -0.93
N 0.345192 2.659515 -1.784646 0.299 0.343 -0.241 -0.79
N -0.202263 2.040740 -2.864728 -0.138 -0.092 -0.209 1.68
B 0.623703 1.463596 -4.046111 0.116 0.011 0.018 -0.50
N -0.023924 0.144936 -4.546199 -0.114 0.032 0.006 0.10
N -0.305652 -0.862409 -3.679951 0.046 0.135 -0.075 0.93
C -0.916929 -1.801548 -4.380147 -0.024 -0.090 0.038 -0.53
C -1.036054 -1.410962 -5.730330 -0.022 -0.030 0.032 -0.83
C -0.460972 -0.161461 -5.787991 0.036 0.013 0.017 0.07
C -0.355994 0.740673 -6.975096 0.009 -0.012 0.036 -1.51
C -1.421761 -3.084448 -3.759958 -0.005 -0.008 0.020 2.92
C -0.764838 -4.277975 -4.464507 0.013 0.002 0.006 -2.12
C -2.943687 -3.161775 -3.944429 0.019 -0.016 -0.021 -1.63
C -1.096504 -3.136626 -2.267741 0.119 0.121 -0.029 -0.66
N 2.108212 1.209885 -3.697679 0.033 0.246 0.077 -0.06
N 2.520978 0.593690 -2.560828 -0.107 -0.134 -0.234 1.06
C 3.820659 0.392131 -2.694855 0.042 0.046 0.063 -0.42
C 4.277514 0.893949 -3.929189 0.000 -0.040 0.047 -1.25
C 3.152852 1.407497 -4.533910 -0.015 0.014 0.021 0.43
C 3.067950 2.054372 -5.878811 -0.010 0.000 0.055 -1.54
C 4.649830 -0.270424 -1.624953 0.008 0.004 0.017 3.05
C 5.836509 0.638935 -1.279331 -0.008 -0.012 -0.003 -1.96
C 5.183061 -1.611589 -2.147082 0.000 0.010 -0.014 -2.01
C 3.815238 -0.519710 -0.372078 0.030 0.027 -0.066 -0.52
C -0.387776 4.168705 0.032360 0.156 0.058 -0.023 3.14
C 0.854054 5.031023 -0.230874 -0.032 0.015 -0.001 -1.96
C -1.591168 5.075428 0.287883 -0.037 -0.037 0.033 -2.30
C -0.133422 3.312403 1.269819 -0.001 0.004 0.000 0.16
H -3.454993 2.169453 -3.793757 -0.011 0.003 -0.008 0.38
H -2.466782 0.756277 -4.116731 -0.017 -0.002 0.020 -0.02
H -2.139689 2.272846 -4.985367 0.002 0.002 0.017 0.28
H -2.842235 3.458632 -1.616060 -0.005 -0.048 0.056 0.78
H 0.598007 2.258623 -4.958868 -0.025 -0.103 -0.030 -0.16
H -1.489540 -1.946570 -6.549631 -0.017 -0.003 0.020 0.52
H -0.945905 0.319419 -7.789634 0.006 0.004 -0.011 0.43
H 0.672659 0.848350 -7.321334 0.009 0.004 0.003 0.10
H -0.730229 1.739708 -6.754177 -0.010 -0.002 -0.005 0.25
H -0.985919 -4.272545 -5.534547 0.005 0.004 0.004 0.35
H -1.138666 -5.216270 -4.043249 0.010 -0.003 -0.002 0.45
H 0.320016 -4.250682 -4.340591 -0.005 -0.002 0.005 0.37
H -3.208361 -3.119778 -5.004080 -0.004 -0.022 0.006 0.36
H -3.438130 -2.329542 -3.440276 -0.003 0.004 0.003 0.20
H -3.324840 -4.103692 -3.534663 -0.004 0.013 0.005 0.43
H -0.019751 -3.030947 -2.108244 -0.015 -0.034 -0.009 -0.23
H -1.429789 -4.091881 -1.848261 -0.018 0.001 0.018 0.54
H -1.604916 -2.328462 -1.738114 -0.079 -0.015 0.046 -0.55
H 5.279341 0.893984 -4.329080 0.000 0.004 0.012 0.51
H 4.072462 2.335937 -6.196757 0.002 -0.005 -0.022 0.42
H 2.439839 2.943168 -5.863617 0.012 0.007 0.001 0.32
H 2.657295 1.371448 -6.624254 -0.015 0.008 -0.011 0.08
H 6.463043 0.815232 -2.156527 0.004 -0.006 0.004 0.37
H 6.455918 0.174589 -0.505246 -0.006 0.017 0.006 0.45
H 5.488724 1.607977 -0.917537 -0.003 0.006 -0.003 0.32
H 5.723203 -1.472652 -3.086852 0.021 0.000 0.015 0.40
H 4.362615 -2.308682 -2.317589 -0.004 0.004 -0.012 0.35
H 5.866575 -2.058892 -1.417827 -0.017 -0.005 0.001 0.44
H 3.342208 0.400652 -0.032189 -0.004 0.019 0.040 -0.68
H 4.459338 -0.901604 0.422417 -0.002 -0.010 0.007 0.65
H 3.040068 -1.258794 -0.571050 0.020 -0.014 0.029 -0.41
H 0.695377 5.686043 -1.091166 0.004 -0.001 0.001 0.42
H 1.718589 4.401860 -0.444917 -0.005 0.001 -0.006 0.21
H 1.071280 5.651741 0.645235 0.001 0.002 -0.006 0.43
H -1.839076 5.662577 -0.599129 0.017 0.014 0.010 0.50
H -1.367711 5.762446 1.109380 -0.004 0.001 -0.001 0.47
H -2.471775 4.494595 0.568730 -0.011 -0.009 -0.014 0.17
H 0.756960 2.695176 1.124566 0.005 0.013 0.003 -0.95
H -0.972750 2.646040 1.486290 0.011 -0.012 -0.037 -0.45
H 0.034130 3.957945 2.138132 0.010 -0.018 -0.014 0.52
S -6.843017 4.163737 0.383455 0.045 -0.036 0.000 -0.37
C -5.688243 2.949004 0.242610 -0.053 0.054 0.011 0.14
S -4.605995 2.493931 1.482179 0.062 0.000 0.104 -0.10
C -3.770452 1.171273 0.690503 0.018 -0.059 -0.014 -1.34
C -4.189450 0.917535 -0.580722 -0.034 -0.222 0.070 -0.03
S -3.667994 -0.340655 -1.652138 0.134 0.043 -0.175 0.08
S -5.456497 1.992388 -1.149053 -0.005 -0.058 -0.125 -0.29
S -2.554356 0.333459 1.612228 0.138 0.039 0.202 0.06
N 0.200849 -5.744109 0.590301 -0.094 0.013 -0.084 -0.94
C 0.974543 -4.504495 0.561098 0.001 -0.062 0.031 0.77
C 1.879279 -4.474629 -0.656204 0.002 -0.126 -0.024 -0.15
O 2.026575 -5.667238 -1.252132 0.043 0.066 0.004 -0.54
O 2.450880 -3.490028 -1.034460 0.048 0.040 -0.041 -0.42
H -0.139674 -5.919652 1.527669 0.058 -0.036 0.010 0.29
H 1.452155 -6.276014 -0.737887 -0.037 0.008 0.010 0.39
H -0.641834 -5.606716 0.037348 -0.047 0.015 0.097 0.20
H 1.647756 -4.477726 1.421069 -0.054 0.055 0.040 0.41
H 0.363615 -3.598641 0.585859 0.026 0.006 -0.034 -0.05
C -4.252812 -1.972007 3.770890 -0.011 -0.050 0.002 -1.28
N -4.657151 -2.289622 2.420210 0.093 0.059 -0.013 0.46
C -3.955327 -3.041512 1.544446 -0.123 -0.053 0.125 -0.30
Se -2.500184 -4.125450 1.889882 -0.012 0.086 -0.028 -0.47
N -4.574693 -2.937911 0.352028 0.002 0.002 -0.185 0.23
C -5.643937 -2.059006 0.433828 0.129 -0.087 -0.172 0.03
C -6.533761 -1.598570 -0.520921 -0.120 0.068 0.132 -0.56
C -7.467740 -0.670147 -0.092431 -0.027 0.033 0.053 -0.56
C -7.502283 -0.216127 1.233514 0.036 -0.035 -0.058 -0.53
C -6.615662 -0.698196 2.182785 -0.026 -0.006 -0.013 -0.54
C -5.690699 -1.636491 1.749670 0.067 0.028 0.234 0.63
H -3.453865 -2.653442 4.053191 -0.002 0.001 0.002 0.35
H -5.101255 -2.095905 4.446146 -0.005 0.005 0.004 0.31
H -3.881497 -0.945298 3.790630 -0.007 0.000 -0.005 0.38
H -4.101406 -3.161721 -0.510039 0.007 0.007 0.039 0.28
H -6.467344 -1.908890 -1.552470 0.039 0.024 -0.016 0.31
H -8.161406 -0.248742 -0.808274 0.013 0.016 0.002 0.33
H -8.207996 0.556790 1.508498 -0.012 -0.006 0.003 0.39
H -6.619454 -0.332420 3.200711 0.016 0.024 -0.011 0.40
C -0.764919 2.735660 4.605813 0.020 0.165 -0.187 -0.74
Si 0.188204 1.171233 4.932891 -0.288 -0.043 0.063 -0.04
C -1.072251 -0.180703 5.231087 0.015 -0.202 -0.093 -0.61
C 1.155233 1.392944 6.533048 0.183 -0.014 0.030 -1.05
As 1.487799 0.569143 3.060721 -0.047 -0.068 0.072 0.69
Si 3.279784 2.091344 3.234315 0.042 0.120 -0.069 0.58
C 2.765343 3.701673 4.047249 -0.201 0.045 0.072 -0.92
C 4.786694 1.423587 4.135982 0.039 -0.110 0.123 -1.25
C 3.815950 2.609984 1.511695 -0.029 -0.118 -0.133 -0.51
Si 2.262643 -1.492934 3.883472 0.021 -0.145 -0.068 0.14
C 0.815338 -2.679787 3.814830 -0.123 0.022 -0.043 -0.72
C 3.586382 -2.176549 2.749979 0.070 0.091 -0.148 -0.41
C 2.996877 -1.553446 5.612553 0.068 0.157 0.139 -1.23
H -1.373953 2.976179 5.482044 -0.002 -0.028 0.019 0.48
H -1.429605 2.588056 3.750518 -0.016 -0.031 0.053 -0.04
H -0.121139 3.589181 4.391539 -0.022 0.022 0.044 0.29
H -1.946222 0.241255 5.734100 0.011 0.021 0.021 0.43
H -0.673706 -0.987017 5.851113 -0.017 0.013 0.017 0.41
H -1.414112 -0.607686 4.284125 -0.041 0.058 0.030 -0.24
H 0.502882 1.835215 7.291753 -0.018 -0.002 -0.008 0.42
H 2.023142 2.042382 6.414083 -0.005 0.023 0.031 0.21
H 1.516015 0.436243 6.910754 -0.019 0.001 0.027 0.27
H 2.478446 3.616771 5.094826 0.011 0.006 0.001 0.22
H 1.918517 4.125050 3.500849 0.055 0.030 0.001 0.15
H 3.595031 4.410104 3.971267 0.027 -0.011 0.008 0.42
H 4.683525 1.520212 5.220074 -0.009 -0.009 -0.019 0.29
H 5.677191 1.975134 3.822855 0.004 0.031 0.034 0.40
H 4.950833 0.367923 3.912032 0.048 0.018 -0.024 0.17
H 3.054507 2.416633 0.753591 0.009 0.051 0.002 -0.34
H 4.722851 2.086232 1.205249 0.002 -0.015 -0.024 0.19
H 4.018379 3.683896 1.502570 0.046 0.002 0.010 0.52
H 0.129811 -2.445267 2.995552 0.002 -0.042 0.031 -0.11
H 0.229027 -2.659416 4.733920 -0.011 -0.031 -0.025 0.44
H 1.170956 -3.703928 3.667795 0.026 -0.002 0.038 0.44
H 3.211940 -2.318307 1.733516 0.007 -0.018 0.018 -0.31
H 3.927263 -3.143734 3.131592 -0.019 -0.011 0.009 0.48
H 4.453704 -1.516280 2.686086 0.025 -0.034 -0.011 0.28
H 2.232107 -1.528133 6.390160 -0.013 -0.021 -0.022 0.33
H 3.681581 -0.720488 5.787718 0.001 -0.046 0.022 0.30
H 3.560798 -2.484272 5.721585 -0.013 -0.021 0.014 0.35
```
Forces are in eV/Å.

E	-271845.3573	eV
2S+1	1
highest occupied orbital energy	-1.075	eV
energy relative to the best compared isomer or geometry (same formula, charge and spin)	0.0	kJ/mol
gap between HOMO and LUMO	4.414	eV
charge	-2